No. 1
{
  "formula": "C25H74O12",
  "method": "wB97M-V/def2-TZVPD",
  "elements": ["C", "C", "O", "H", "H", "H", "H", "H", "H", "C", "C", "O", "H", "H", "H", "H", "H", "H", "C", "C", "O", "H", "H", "H", "H", "H", "H", "C", "C", "O", "H", "H", "H", "H", "H", "H", "C", "C", "O", "H", "H", "H", "H", "H", "H", "C", "C", "O", "H", "H", "H", "H", "H", "H", "C", "C", "O", "H", "H", "H", "H", "H", "H", "C", "C", "O", "H", "H", "H", "H", "H", "H", "C", "C", "O", "H", "H", "H", "H", "H", "H", "C", "C", "O", "H", "H", "H", "H", "H", "H", "C", "C", "O", "H", "H", "H", "H", "H", "H", "C", "C", "C", "O", "H", "H", "H", "H", "H", "H", "H", "H"],
  "coordinates": [[1.163, -4.017, -0.747], [-0.020, -4.222, 0.165], [0.128, -5.473, 0.838], [1.182, -4.820, -1.485], [2.147, -3.969, -0.287], [1.053, -3.059, -1.314], [-0.939, -4.254, -0.426], [-0.121, -3.403, 0.888], [-0.643, -5.625, 1.393], [-0.478, 1.455, -4.430], [-1.918, 1.008, -4.248], [-2.643, 2.095, -3.658], [0.095, 0.562, -4.696], [-0.033, 1.910, -3.548], [-0.340, 2.132, -5.274], [-1.945, 0.103, -3.638], [-2.321, 0.790, -5.240], [-3.570, 1.838, -3.588], [4.057, 1.838, 0.491], [4.011, 2.286, 1.951], [3.243, 1.336, 2.727], [4.677, 2.528, -0.084], [3.047, 1.695, 0.117], [4.551, 0.866, 0.403], [3.440, 3.215, 1.994], [5.007, 2.465, 2.358], [3.735, 0.497, 2.616], [-0.255, -2.131, -4.238], [0.480, -3.414, -4.551], [-0.412, -4.501, -4.255], [-1.211, -2.081, -4.763], [0.311, -1.256, -4.570], [-0.434, -1.974, -3.174], [1.352, -3.501, -3.894], [0.831, -3.463, -5.584], [0.132, -5.296, -4.256], [2.357, -1.943, 3.591], [3.180, -2.055, 2.305], [4.329, -1.192, 2.287], [2.097, -0.896, 3.762], [2.933, -2.284, 4.450], [1.423, -2.481, 3.429], [2.556, -1.676, 1.495], [3.448, -3.101, 2.155], [5.096, -1.686, 2.589], [-1.055, 3.176, 3.612], [0.401, 2.762, 3.597], [0.497, 1.518, 2.921], [-1.390, 3.406, 2.594], [-1.284, 4.096, 4.150], [-1.681, 2.343, 3.927], [0.766, 2.723, 4.633], [1.105, 3.465, 3.140], [1.440, 1.354, 2.723], [0.860, 5.699, 0.402], [0.667, 4.208, 0.629], [0.846, 3.498, -0.589], [1.847, 5.981, 0.036], [0.576, 6.279, 1.284], [0.196, 6.074, -0.385], [-0.342, 3.983, 0.985], [1.399, 3.848, 1.350], [0.051, 3.620, -1.137], [-0.173, -0.313, 0.494], [-0.197, 0.379, -0.873], [1.105, 0.810, -1.257], [0.086, 0.429, 1.246], [0.533, -1.144, 0.443], [-1.147, -0.723, 0.762], [-0.786, 1.299, -0.836], [-0.612, -0.297, -1.624], [1.201, 1.756, -1.046], [-3.243, -3.273, 0.464], [-3.146, -1.964, -0.302], [-3.429, -0.842, 0.539], [-3.988, -3.233, 1.257], [-2.303, -3.478, 0.976], [-3.473, -4.121, -0.185], [-3.885, -1.956, -1.103], [-2.143, -1.806, -0.715], [-2.766, -0.828, 1.259], [-2.507, -2.070, 4.105], [-1.935, -0.676, 4.071], [-1.763, -0.242, 2.710], [-2.578, -2.417, 5.143], [-1.877, -2.843, 3.669], [-3.532, -2.057, 3.732], [-0.936, -0.732, 4.517], [-2.558, 0.065, 4.575], [-1.000, 0.359, 2.723], [3.104, -3.602, -2.610], [2.584, -2.430, -1.769], [2.785, -1.224, -2.490], [4.186, -3.502, -2.689], [2.655, -3.621, -3.600], [2.826, -4.550, -2.152], [3.134, -2.454, -0.822], [1.491, -2.586, -1.571], [2.306, -0.545, -1.987], [-4.040, 4.282, -1.208], [-2.717, 3.820, -0.599], [-2.837, 2.432, 0.025], [-1.731, 3.759, -1.640], [-4.859, 4.234, -0.481], [-4.328, 3.748, -2.111], [-4.050, 5.350, -1.442], [-2.384, 4.506, 0.182], [-3.260, 1.722, -0.686], [-3.440, 2.500, 0.934], [-1.896, 2.002, 0.375], [-2.152, 3.199, -2.331]],
  "lowdin_charge": [-0.100, -0.294, -0.070, 0.094, 0.092, -0.003, 0.100, 0.096, 0.074, -0.060, -0.273, -0.096, 0.052, 0.071, 0.081, 0.092, 0.117, 0.097, -0.059, -0.259, -0.116, 0.082, 0.057, 0.071, 0.094, 0.112, 0.047, -0.073, -0.292, -0.077, 0.082, 0.059, 0.061, 0.047, 0.121, 0.080, -0.061, -0.278, -0.091, 0.062, 0.078, 0.073, 0.093, 0.117, 0.101, -0.055, -0.294, -0.126, 0.049, 0.083, 0.069, 0.117, 0.089, 0.053, -0.064, -0.284, -0.097, 0.076, 0.075, 0.075, 0.084, 0.077, 0.059, -0.039, -0.257, -0.106, 0.056, 0.070, 0.039, 0.078, 0.089, 0.044, -0.083, -0.294, -0.105, 0.076, 0.034, 0.080, 0.112, 0.085, 0.028, -0.082, -0.275, -0.148, 0.076, 0.070, 0.077, 0.114, 0.111, 0.032, -0.058, -0.329, -0.062, 0.092, 0.047, 0.067, 0.116, -0.001, 0.046, -0.045, -0.450, -0.054, -0.088, 0.084, 0.071, 0.080, 0.128, 0.084, 0.092, 0.055, 0.054],
  "e_above_lowest_kj_mol": 619.2
}

=====

No. 2
{
  "formula": "C25H9BF12N3O6S",
  "method": "wB97M-V/def2-TZVPD",
  "elements": ["F", "C", "C", "C", "F", "C", "B", "C", "C", "F", "C", "C", "F", "C", "C", "F", "C", "C", "F", "C", "C", "F", "C", "C", "F", "H", "C", "F", "C", "H", "H", "H", "H", "H", "H", "O", "S", "O", "C", "F", "F", "F", "C", "C", "C", "N", "O", "O", "N", "C", "C", "N", "O", "O", "C", "H", "H"],
  "coordinates": [[0.647, 4.791, -3.345], [0.351, 3.617, -2.688], [-0.884, 3.011, -2.906], [-1.102, 1.756, -2.364], [-2.336, 1.194, -2.572], [-0.120, 1.030, -1.660], [-0.201, -0.488, -1.358], [-1.554, -1.219, -1.431], [-2.703, -1.077, -0.630], [-2.798, 0.038, 0.165], [-3.824, -1.899, -0.713], [-3.886, -2.769, -1.798], [-5.019, -3.542, -1.964], [-2.864, -2.824, -2.753], [-1.723, -2.063, -2.536], [-0.768, -2.017, -3.529], [1.081, -1.371, -1.470], [1.406, -2.484, -0.667], [0.623, -2.791, 0.423], [2.474, -3.336, -0.932], [3.245, -3.070, -2.058], [4.262, -3.937, -2.387], [2.992, -1.989, -2.894], [1.923, -1.179, -2.574], [1.637, -0.167, -3.452], [-0.126, -0.117, 0.686], [1.064, 1.754, -1.424], [2.070, 1.136, -0.724], [1.331, 3.026, -1.892], [-1.655, 3.479, -3.499], [-4.636, -1.828, 0.007], [-2.946, -3.423, -3.657], [2.670, -4.189, -0.284], [3.577, -1.782, -3.777], [2.283, 3.500, -1.666], [3.134, 2.330, 1.643], [2.680, 1.022, 2.044], [3.073, -0.205, 1.393], [3.231, 0.811, 3.839], [4.577, 0.758, 3.873], [2.799, 1.846, 4.591], [2.713, -0.338, 4.327], [0.899, 1.052, 2.156], [0.106, -0.167, 1.728], [-1.108, -0.239, 2.579], [-1.951, -1.306, 2.594], [-1.936, -2.415, 2.102], [-3.132, -0.804, 3.253], [-3.004, 0.524, 3.608], [-1.739, 0.856, 3.168], [-1.080, 2.127, 3.140], [-1.702, 3.377, 3.520], [-2.878, 3.427, 3.936], [-0.982, 4.400, 3.391], [0.288, 2.149, 2.711], [0.696, -1.072, 1.917], [0.827, 3.096, 2.808]],
  "lowdin_charge": [0.047, -0.211, 0.069, -0.166, 0.080, 0.025, -0.202, 0.009, -0.185, 0.088, 0.076, -0.218, 0.035, 0.065, -0.181, 0.071, 0.008, -0.166, 0.063, 0.075, -0.225, 0.040, 0.072, -0.204, 0.078, 0.078, -0.181, 0.057, 0.087, 0.131, 0.141, 0.129, 0.136, 0.132, 0.142, -0.295, 0.755, -0.296, -0.616, 0.118, 0.124, 0.119, -0.276, -0.072, -0.118, -0.190, 0.034, -0.021, 0.129, -0.168, -0.104, -0.354, 0.015, -0.028, 0.002, 0.124, 0.125],
  "e_above_lowest_kj_mol": 0.0,
  "total_charge": -1
}

=====

No. 3
{
  "formula": "C26H12Cl64O4S",
  "method": "wB97M-V/def2-TZVPD",
  "elements": ["C", "C", "C", "C", "C", "C", "C", "C", "O", "S", "O", "O", "O", "C", "C", "H", "H", "H", "H", "H", "H", "H", "H", "H", "H", "H", "H", "C", "Cl", "Cl", "Cl", "Cl", "C", "Cl", "Cl", "Cl", "Cl", "C", "Cl", "Cl", "Cl", "Cl", "C", "Cl", "Cl", "Cl", "Cl", "C", "Cl", "Cl", "Cl", "Cl", "C", "Cl", "Cl", "Cl", "Cl", "C", "Cl", "Cl", "Cl", "Cl", "C", "Cl", "Cl", "Cl", "Cl", "C", "Cl", "Cl", "Cl", "Cl", "C", "Cl", "Cl", "Cl", "Cl", "C", "Cl", "Cl", "Cl", "Cl", "C", "Cl", "Cl", "Cl", "Cl", "C", "Cl", "Cl", "Cl", "Cl", "C", "Cl", "Cl", "Cl", "Cl", "C", "Cl", "Cl", "Cl", "Cl", "C", "Cl", "Cl", "Cl", "Cl"],
  "coordinates": [[-4.978, -1.567, 3.665], [-3.483, -1.048, 3.393], [-3.351, 0.280, 2.576], [-1.921, 0.812, 2.340], [-0.648, 0.023, 2.908], [0.786, 0.739, 2.628], [0.787, 2.120, 3.445], [0.030, 2.219, 4.850], [-0.328, 3.652, 4.908], [-0.706, 4.218, 3.365], [-2.138, 4.160, 2.912], [-0.322, 5.677, 3.459], [0.351, 3.186, 2.538], [-0.782, -1.301, 3.709], [-2.247, -1.820, 3.930], [-4.956, -2.704, 3.459], [-5.659, -1.013, 2.940], [-5.307, -1.402, 4.758], [-4.232, 0.860, 2.152], [-1.781, 1.799, 1.768], [0.938, 0.967, 1.513], [1.640, 0.068, 2.972], [1.910, 2.240, 3.701], [-1.007, 1.739, 4.968], [0.571, 1.853, 5.783], [0.147, -1.831, 4.092], [-2.398, -2.778, 4.542], [-0.221, -0.098, -1.328], [1.470, 0.353, -1.657], [-1.301, 1.125, -2.030], [-0.561, -1.682, -2.061], [-0.498, -0.190, 0.430], [2.248, 4.279, -1.003], [0.489, 4.526, -1.021], [3.044, 5.730, -0.360], [2.638, 2.884, 0.025], [2.820, 3.972, -2.658], [6.936, 4.461, -4.422], [7.641, 6.067, -4.149], [6.775, 4.156, -6.171], [7.992, 3.226, -3.704], [5.330, 4.385, -3.663], [11.267, 7.246, -2.177], [12.952, 7.681, -2.538], [10.180, 8.475, -2.858], [10.896, 5.665, -2.896], [11.041, 7.165, -0.417], [0.005, -5.738, -2.378], [1.692, -5.287, -2.701], [-1.080, -4.519, -3.081], [-0.338, -7.321, -3.108], [-0.260, -5.826, -0.624], [-4.319, -9.337, -3.511], [-3.622, -7.729, -3.223], [-4.440, -9.626, -5.259], [-3.275, -10.573, -2.776], [-5.939, -9.422, -2.783], [4.832, 0.565, -7.107], [6.361, 1.114, -7.831], [3.627, 0.314, -8.388], [5.102, -0.962, -6.241], [4.237, 1.794, -5.968], [-7.497, -5.638, -3.047], [-9.035, -6.387, -2.565], [-6.506, -5.332, -1.604], [-6.623, -6.730, -4.141], [-7.821, -4.101, -3.877], [-0.676, -8.963, -7.484], [-1.524, -10.501, -7.215], [-1.594, -7.975, -8.640], [-0.530, -8.089, -5.943], [0.944, -9.287, -8.137], [0.503, -2.420, 7.568], [-0.578, -2.976, 8.865], [-0.440, -2.138, 6.085], [1.292, -0.907, 8.062], [1.740, -3.658, 7.257], [5.416, 0.035, 2.680], [4.172, 1.040, 1.906], [6.250, -0.931, 1.444], [6.590, 1.079, 3.508], [4.649, -1.049, 3.862], [-3.734, 5.038, 6.216], [-3.387, 6.142, 4.870], [-2.548, 5.300, 7.513], [-5.370, 5.350, 6.836], [-3.631, 3.356, 5.636], [-2.089, 2.381, -6.209], [-2.939, 0.844, -5.941], [-3.000, 3.367, -7.372], [-1.952, 3.257, -4.669], [-0.464, 2.056, -6.851], [-8.854, -5.871, 1.524], [-9.811, -6.412, 2.920], [-7.837, -7.210, 0.952], [-9.948, -5.355, 0.222], [-7.823, -4.506, 2.006], [7.175, 8.413, -7.758], [8.871, 8.935, -7.861], [6.431, 8.498, -9.369], [7.105, 6.742, -7.158], [6.294, 9.480, -6.642], [-3.144, 1.449, 9.818], [-1.874, 2.247, 10.772], [-2.797, -0.291, 9.709], [-4.717, 1.692, 10.606], [-3.185, 2.148, 8.185]],
  "lowdin_charge": [-0.094, -0.193, -0.006, -0.120, -0.288, -0.190, -0.284, -0.105, -0.265, 0.758, -0.351, -0.306, -0.227, -0.149, -0.083, 0.080, 0.074, 0.090, 0.106, 0.095, 0.025, 0.093, 0.150, 0.122, 0.147, 0.031, 0.076, -1.918, 0.511, 0.508, 0.491, 0.722, -1.971, 0.541, 0.550, 0.478, 0.474, -1.956, 0.486, 0.453, 0.529, 0.462, -2.026, 0.516, 0.505, 0.494, 0.516, -1.997, 0.530, 0.491, 0.458, 0.528, -2.009, 0.473, 0.510, 0.526, 0.492, -2.017, 0.505, 0.517, 0.519, 0.490, -1.989, 0.489, 0.501, 0.486, 0.527, -2.015, 0.502, 0.518, 0.470, 0.519, -1.973, 0.510, 0.645, 0.519, 0.526, -2.009, 0.507, 0.530, 0.530, 0.516, -1.980, 0.584, 0.518, 0.528, 0.500, -2.028, 0.512, 0.517, 0.492, 0.511, -2.017, 0.521, 0.497, 0.489, 0.504, -2.007, 0.514, 0.516, 0.448, 0.515, -2.006, 0.516, 0.495, 0.522, 0.462]
}

=====

Number 1: frontier orbital gap 8.836 eV, E -51687.9282 eV. Number 2: frontier orbital gap 6.108 eV, E -86942.0416 eV. Number 3: frontier orbital gap 8.359 eV, E -847603.1359 eV.